2 unconnected molecules or ions with the total composition C20H35BClN2O in a non-equilibrium geometry. Source: OMol25; level of theory: ωB97M-V/def2-TZVPD.

Results
- E_LUMO: 2.47 eV
- Net charge: -1
- HOMO-LUMO gap: 3.80 eV
- HOMO: -1.3 eV
- 2S+1: 1

Last column: natural (NBO) charge in e.
Positions of all 60 atoms, in Å:
Cl -0.219 1.552 4.162  -0.217
O 1.396 1.154 -1.870  -0.864
N 1.740 0.150 -2.784  -0.232
N -2.626 -0.345 6.926  -0.846
C -1.783 1.125 0.094  -0.216
C 1.078 -1.621 -4.315  -0.391
C -3.504 -0.045 1.540  -0.233
C -1.044 -0.421 2.034  -0.048
C -2.461 -0.694 2.345  -0.241
C -0.700 0.461 0.938  -0.123
C -1.583 0.692 7.184  -0.225
C 1.995 -1.124 -5.434  -0.405
C -0.163 -1.244 -2.222  -0.590
C 2.922 0.457 -3.603  0.112
C 0.011 -1.113 2.987  -0.828
C 2.687 0.195 -5.105  -0.405
C 3.459 1.893 -3.503  -0.598
C -0.423 0.389 -4.082  -0.638
C 0.041 -0.928 5.837  -0.842
C 4.029 -0.485 -3.084  -0.604
C 0.581 -0.525 -3.352  0.107
C -3.195 0.869 0.422  -0.041
C -4.356 1.535 -0.399  -0.636
C -0.109 0.175 6.983  -0.400
B -0.034 -0.268 4.378  0.834
H 4.368 2.005 -4.106  0.173
H -3.898 2.382 -0.967  0.223
H 2.086 1.010 -5.521  0.195
H 3.724 2.161 -2.479  0.227
H 0.609 1.021 6.806  0.220
H 0.384 0.663 0.738  0.254
H 1.016 -1.472 6.018  0.258
H -1.833 1.583 6.533  0.181
H 2.742 -1.895 -5.651  0.188
H 2.729 2.618 -3.872  0.209
H 0.212 -0.287 7.964  0.196
H -0.636 -0.548 -1.533  0.226
H 0.018 0.913 -4.934  0.191
H -0.949 -1.899 -2.620  0.171
H 1.420 -0.999 -6.358  0.188
H -0.769 -1.711 5.897  0.256
H 4.240 -0.292 -2.030  0.213
H -4.560 -0.288 1.835  0.200
H 1.046 -1.056 2.557  0.269
H -2.612 -0.513 5.912  0.349
H -1.267 -0.197 -4.467  0.178
H 3.745 -1.535 -3.176  0.194
H -1.491 1.805 -0.746  0.249
H -0.289 -2.184 3.129  0.236
H 3.640 0.238 -5.649  0.189
H -4.745 0.750 -1.097  0.217
H -2.720 -1.368 3.197  0.197
H -5.211 1.863 0.244  0.209
H 1.624 -2.376 -3.738  0.197
H -1.688 0.986 8.270  0.184
H -3.540 0.062 7.140  0.356
H -0.839 1.144 -3.411  0.223
H 4.968 -0.347 -3.640  0.164
H 0.231 -2.157 -4.759  0.189
H 0.520 -1.872 -1.642  0.203

---

6 unconnected molecules or ions with the total composition C20H35ClN5O4 in a non-equilibrium geometry. Source: OMol25; level of theory: ωB97M-V/def2-TZVPD.

Results
- E_LUMO (spin up / spin down): 4.53 / 4.46 eV
- Net charge: -2
- HOMO-LUMO gap (spin up / spin down): 1.60 / 9.55 eV
- HOMO (spin up / spin down): 2.9 / -5.1 eV
- Energy above the lowest of the compared OMol25 structures with the same formula, charge and spin: 0.0 kJ/mol
- 2S+1: 2

Last column: natural (NBO) charge in e.
Positions of all 65 atoms, in Å:
Cl 0.529 -0.716 0.831  2.561
O 0.596 -2.102 0.507  -0.903
O 1.524 -0.428 1.837  -0.880
O -0.781 -0.458 1.354  -0.877
O 0.796 0.028 -0.376  -0.889
N -2.951 1.772 3.537  -0.404
N 4.239 0.726 -3.331  -0.383
N 5.232 3.877 -0.185  -0.387
N 1.349 -5.757 4.645  -0.398
N -3.243 0.578 -2.846  -0.383
C -2.730 1.926 2.406  0.312
C 1.243 -4.637 4.390  0.314
C -2.473 2.243 0.931  -0.521
C 3.266 0.188 -3.460  0.295
C 1.977 -1.862 -3.016  -0.434
C 1.377 -2.638 6.488  -0.630
C 1.941 -0.472 -3.578  -0.552
C 0.966 -3.237 4.023  -0.537
C -2.727 -1.407 -1.271  -0.570
C -3.222 3.759 -1.045  -0.765
C -3.647 -3.199 -2.717  -0.695
C 1.661 3.729 -0.753  -0.405
C -3.036 -0.314 -2.148  0.287
C -3.510 3.270 0.369  -0.458
C 4.130 3.584 -0.153  0.320
C 0.424 -2.431 5.251  -0.389
C -2.378 -2.691 -1.961  -0.418
C 2.862 -2.854 -3.771  -0.651
C 1.482 5.222 -0.620  -0.755
C 2.832 3.052 0.004  -0.547
H -3.536 -1.454 -0.542  0.239
H 1.906 3.500 -1.791  0.197
H -0.606 -2.781 5.321  0.209
H -3.938 4.464 -1.468  0.200
H -3.872 -2.559 -3.571  0.208
H 0.567 5.463 -1.162  0.206
H 2.692 3.113 1.083  0.241
H 0.736 3.207 -0.506  0.219
H -4.504 -3.081 -2.054  0.193
H 1.238 -3.614 6.952  0.205
H -1.847 -1.043 -0.740  0.293
H -1.536 -2.528 -2.634  0.209
H 3.839 -2.370 -3.793  0.207
H -2.089 -3.456 -1.241  0.214
H -2.287 4.305 -0.914  0.185
H 2.078 -1.935 -1.933  0.253
H 1.837 -2.721 3.619  0.265
H 1.281 0.212 -3.044  0.274
H 0.934 -2.178 -3.013  0.206
H 0.201 -3.212 3.247  0.273
H -2.530 1.363 0.291  0.251
H -2.948 2.965 -1.740  0.224
H 1.837 -0.380 -4.660  0.227
H 2.960 -3.820 -3.276  0.208
H 1.161 5.480 0.389  0.197
H 1.091 -1.991 7.317  0.203
H 2.801 1.993 -0.252  0.281
H 2.454 -3.110 -4.748  0.193
H 2.424 -2.449 6.250  0.208
H 2.317 5.805 -1.010  0.202
H -4.519 2.858 0.392  0.192
H -1.475 2.678 0.888  0.242
H 0.571 -1.386 4.979  0.232
H -3.468 4.160 0.997  0.189
H -3.501 -4.248 -2.976  0.199

---

A molecular structure, C20H35F6LiN5P in a non-equilibrium geometry. Source: OMol25; level of theory: ωB97M-V/def2-TZVPD.

Results
- E_LUMO: 0.25 eV
- HOMO-LUMO gap: 11.07 eV
- HOMO: -10.8 eV
- Energy above the lowest of the compared OMol25 structures with the same formula, charge and spin: 0.0 kJ/mol
- 2S+1: 1

Last column: natural (NBO) charge in e.
Positions of all 68 atoms, in Å:
P -1.205 2.411 3.679  2.612
F -2.592 2.836 2.971  -0.597
F 0.193 1.964 4.349  -0.597
F -1.737 2.952 5.079  -0.583
F -0.644 1.840 2.235  -0.623
F -1.822 0.950 3.971  -0.593
F -0.582 3.849 3.327  -0.587
N -0.204 2.917 -0.544  -0.360
N 1.332 0.526 0.839  -0.405
N -0.765 0.006 -1.835  -0.354
N -2.933 1.403 0.171  -0.413
N -1.225 -1.190 1.028  -0.364
C -4.407 -0.833 2.859  -0.619
C -1.540 -4.653 -0.574  -0.614
C 5.155 0.078 1.044  -0.617
C -5.053 0.556 2.882  -0.382
C -0.986 -0.238 -4.428  -0.510
C 0.317 -3.052 0.065  -0.502
C 3.291 1.004 2.515  -0.509
C 2.012 3.751 -1.658  -0.507
C -0.839 -0.105 -2.972  0.323
C 2.205 0.747 1.550  0.364
C 4.420 -0.014 2.384  -0.387
C 3.111 2.693 -1.599  -0.383
C 0.085 -2.536 -4.309  -0.610
C 0.016 -1.194 -5.033  -0.386
C -3.901 1.266 0.763  0.391
C 2.979 1.612 -2.659  -0.612
C -0.562 -2.017 0.603  0.340
C -5.149 1.219 1.496  -0.521
C -0.282 -4.449 0.265  -0.381
C 0.764 3.286 -1.030  0.341
Li -0.845 1.071 0.399  0.823
H 3.727 0.836 -2.493  0.216
H 6.208 -0.187 1.101  0.221
H 1.272 -2.935 0.580  0.250
H 0.488 -2.418 -3.299  0.206
H 0.437 -2.825 -0.997  0.239
H -5.539 2.230 1.617  0.258
H 4.678 -0.565 0.299  0.210
H -3.468 -0.836 2.314  0.234
H -4.444 1.185 3.534  0.243
H -1.286 -4.714 -1.637  0.200
H 1.012 -0.743 -5.047  0.208
H 4.040 -1.026 2.527  0.211
H -4.196 -1.166 3.878  0.221
H 3.125 2.248 -0.602  0.215
H -2.021 -5.594 -0.306  0.218
H -0.491 -4.578 1.326  0.214
H 3.147 2.047 -3.648  0.201
H 0.715 -3.237 -4.851  0.221
H 2.327 4.646 -1.116  0.256
H 4.073 3.196 -1.721  0.208
H -2.010 -0.582 -4.598  0.250
H -0.910 0.763 -4.855  0.254
H -6.054 0.507 3.309  0.200
H 1.998 1.134 -2.652  0.215
H -5.890 0.669 0.907  0.235
H -5.079 -1.596 2.443  0.187
H 1.755 4.034 -2.681  0.242
H -0.909 -2.976 -4.190  0.207
H -2.270 -3.851 -0.457  0.219
H 3.659 2.006 2.281  0.243
H 0.467 -5.175 -0.055  0.207
H 5.112 1.090 0.626  0.200
H -0.226 -1.378 -6.082  0.215
H 5.116 0.158 3.209  0.215
H 2.829 0.976 3.502  0.281

---

4 unconnected molecules or ions with the total composition C20H35F9N2O16P3S in a non-equilibrium geometry. Source: OMol25; level of theory: ωB97M-V/def2-TZVPD.

Results
- E_LUMO: -5.21 eV
- Net charge: +1
- HOMO-LUMO gap: 6.07 eV
- HOMO: -11.3 eV
- 2S+1: 1

Last column: Löwdin charge in e.
Positions of all 86 atoms, in Å:
S -0.333 5.904 0.551  0.806
P 2.162 -3.371 -1.448  0.681
P 4.647 -0.114 6.717  0.679
P -4.043 -3.555 -5.637  0.684
F -1.172 7.959 2.066  0.139
F -3.628 5.518 1.844  0.121
F -3.176 6.544 -0.084  0.121
F -3.756 7.713 1.759  0.175
F -1.485 5.963 2.960  0.090
F -4.192 1.860 -2.133  0.130
F -0.869 1.321 -3.354  0.075
F -3.265 3.592 -3.111  0.114
F -2.347 2.054 -4.868  0.089
O -4.068 -2.495 -6.975  -0.241
O -0.019 3.297 3.427  0.165
O 3.766 -0.110 8.085  -0.269
O -3.499 -2.473 -4.717  -0.301
O 0.684 -3.120 -1.200  -0.298
O 1.024 5.949 1.091  -0.238
O -4.028 -4.727 -4.408  -0.251
O 3.303 -0.739 5.863  -0.251
O 1.847 -4.444 -2.728  -0.252
O 2.749 -2.272 -2.488  -0.263
O -0.332 6.696 -0.687  -0.263
O 4.549 1.225 6.006  -0.285
O 2.625 -2.370 -0.143  -0.250
O 1.872 3.199 2.113  -0.040
O -5.671 -3.563 -5.627  -0.265
O 6.028 0.337 7.602  -0.251
N -2.118 2.618 -1.274  0.101
N 2.594 3.906 3.061  0.073
C -0.918 1.718 0.762  0.124
C 1.236 -5.689 -2.374  -0.118
C -2.239 0.043 -0.699  0.026
C -2.218 1.510 -3.603  -0.211
C -3.829 -3.119 -8.246  -0.133
C -3.052 6.649 1.287  -0.433
C 1.890 -1.806 -3.519  -0.112
C -1.767 1.523 -0.440  -0.076
C -6.351 -3.242 -4.422  -0.111
C 7.217 0.530 6.831  -0.125
C -1.533 6.676 1.764  -0.378
C -1.694 3.909 -0.955  0.093
C 3.357 -2.149 5.607  -0.143
C -2.727 -5.104 -3.952  -0.134
C 3.834 -2.767 0.522  -0.135
C 0.517 3.220 2.354  -0.434
C -0.839 4.181 0.212  -0.115
C -2.960 2.389 -2.480  -0.331
C -0.410 3.076 1.103  0.036
C 3.672 1.095 8.836  -0.109
H -4.587 -3.883 -8.441  0.086
H 7.212 1.525 6.385  0.087
H 7.300 -0.226 6.049  0.078
H 2.452 -2.441 5.077  0.084
H -1.300 -0.559 -0.915  0.122
H 1.415 -6.398 -3.182  0.089
H 0.835 -1.913 -3.264  0.077
H -2.796 -6.069 -3.451  0.088
H 0.160 -5.554 -2.253  0.076
H -2.660 -0.338 0.267  0.117
H -2.366 -4.360 -3.240  0.080
H 4.041 -2.055 1.321  0.085
H 3.840 1.981 8.222  0.084
H 1.666 -6.091 -1.456  0.082
H -2.835 -3.571 -8.260  0.080
H 8.076 0.444 7.495  0.088
H 4.671 -2.768 -0.181  0.086
H 2.999 3.297 3.776  0.112
H -2.912 -0.071 -1.582  0.079
H 3.413 -2.703 6.548  0.085
H -5.747 -2.625 -3.756  0.078
H 4.399 1.071 9.649  0.087
H 2.101 -0.749 -3.685  0.089
H 2.672 1.154 9.264  0.090
H 2.075 4.693 3.451  0.104
H -2.753 0.512 -3.637  0.174
H -7.257 -2.693 -4.677  0.091
H -0.667 0.840 1.404  0.156
H -2.029 -5.187 -4.786  0.080
H -6.634 -4.163 -3.909  0.087
H -3.884 -2.358 -9.022  0.089
H -1.972 4.810 -1.564  0.157
H 4.225 -2.384 4.986  0.076
H 3.713 -3.762 0.956  0.080
H 2.099 -2.352 -4.441  0.089

---

Number 1: molecular weight 365.78 g/mol. Number 2: molecular weight 444.98 g/mol. Number 3: molecular weight 497.44 g/mol. Number 4: molecular weight 855.47 g/mol.